1.
Below is a cluster of 2 separate species, C4H9NO3 in total, with properties calculated with ωB97M-V/def2-TZVPD.

Results
- maximum force (eV/Å) = 5.0
- E_LUMO (Ha) = 0.026
- SMILES = C[C@H]1O[C@H]1O.NC=O
- HOMO energy (eV) = -8.536
- relative energy (zero: lowest compared OMol25 entry of this formula, charge and spin) (eV) = 2.769
- 2S+1 = 1

Element x y z (Å)
C1 -1.204 -0.200 2.447
C2 -1.311 0.516 1.139
O1 -0.155 0.962 0.521
C3 -0.659 -0.205 -0.166
O2 -0.119 -1.410 -0.017
H1 -0.694 0.427 3.179
H2 -2.191 -0.464 2.820
H3 -0.612 -1.108 2.320
H4 -2.190 1.133 0.967
H5 -1.322 -0.014 -1.013
H6 0.960 -1.286 -0.221
N1 1.286 0.261 -2.624
C4 1.907 0.299 -1.433
O3 2.175 -0.728 -0.790
H7 0.791 -0.585 -2.872
H8 1.095 1.104 -3.137
H9 2.239 1.296 -1.122

---

2.
Below is a structure of composition C4H9NO3, with properties calculated with ωB97M-V/def2-TZVPD.

Results
- maximum force (eV/Å) = 4.9
- E_LUMO (alpha / beta) (Ha) = -0.029 / -0.029
- HOMO energy (alpha / beta) (eV) = -8.476 / -8.476
- relative energy (zero: lowest compared OMol25 entry of this formula, charge and spin) (eV) = 5.686
- 2S+1 = 1

Element x y z (Å)
C1 0.365 1.036 -0.829
C2 1.249 0.353 0.153
C3 1.058 0.687 1.586
N1 -0.898 0.244 -0.835
C4 -0.580 -1.221 -0.877
O1 -1.727 0.626 0.251
O2 -1.646 -1.881 -0.202
O3 -0.231 -1.618 -1.997
H1 -2.221 -0.198 0.433
H2 -2.031 -2.489 -0.847
H3 0.752 0.962 -1.843
H4 0.095 2.056 -0.556
H5 2.246 0.103 -0.194
H6 0.598 -1.068 -0.072
H7 0.002 0.541 1.842
H8 1.716 0.116 2.237
H9 1.253 1.753 1.751

---

3.
Below is a cluster of 2 separate species, C4H9NO3 in total, with properties calculated with ωB97M-V/def2-TZVPD.

Results
- maximum force (eV/Å) = 6.4
- E_LUMO (Ha) = 0.019
- SMILES = C=C(C)N.O=C(O)O
- HOMO energy (eV) = -7.945
- relative energy (zero: lowest compared OMol25 entry of this formula, charge and spin) (eV) = 2.500
- 2S+1 = 1

Element x y z (Å)
C1 0.072 0.585 -1.436
C2 0.522 -0.273 -0.453
C3 0.028 -1.697 -0.418
N1 1.744 -0.055 0.230
H1 0.575 1.527 -1.620
H2 -0.683 0.295 -2.157
H3 -0.010 -2.056 0.614
H4 0.681 -2.366 -0.989
H5 -0.977 -1.777 -0.843
H6 2.473 -0.685 -0.100
H7 2.069 0.902 0.128
O1 -1.690 1.521 -0.177
C4 -1.027 1.075 0.797
O2 -1.552 0.151 1.636
O3 -0.156 1.840 1.485
H8 -2.282 -0.245 1.131
H9 0.213 1.258 2.172

---

4.
Below is a structure of composition C4H9NO4, with properties calculated with ωB97M-V/def2-TZVPD.

Results
- maximum force (eV/Å) = 2.0
- E_LUMO (Ha) = -0.008
- HOMO energy (eV) = -9.465
- relative energy (zero: lowest compared OMol25 entry of this formula, charge and spin) (eV) = 4.827
- 2S+1 = 1

Element x y z (Å)
C1 2.008 -0.855 0.489
N1 0.877 -1.531 0.261
O1 0.887 -2.070 -1.046
H1 0.149 -2.695 -1.042
H2 -0.094 -0.564 0.175
H3 1.561 0.554 0.075
H4 2.842 -0.995 -0.189
H5 2.210 -0.691 1.540
C2 -1.028 0.627 -1.508
C3 -1.393 0.919 1.011
C4 -0.422 0.701 -0.122
O2 -0.771 1.204 2.172
O3 -2.594 0.867 0.900
O4 0.746 1.330 -0.005
H6 -1.455 1.355 2.842
H7 -1.233 1.634 -1.877
H8 -0.325 0.135 -2.180
H9 -1.965 0.075 -1.497

---

5.
Below is the ion C4H9NO4P with charge -1, with properties calculated with ωB97M-V/def2-TZVPD.

Results
- charge = -1
- maximum force (eV/Å) = 5.8
- E_LUMO (Ha) = 0.140
- SMILES = CO[PH]1([O-])N[C@H](C)C(=O)O1
- HOMO energy (eV) = -5.170
- relative energy (zero: lowest compared OMol25 entry of this formula, charge and spin) (eV) = 1.979
- 2S+1 = 1

Element x y z (Å)
C1 1.098 -2.817 -1.071
O1 0.127 -1.796 -0.998
P1 1.038 -0.431 0.219
O2 2.164 0.005 -0.621
N1 -0.473 0.437 0.206
C2 -0.658 1.425 1.300
C3 -0.996 2.776 0.719
C4 0.642 1.415 2.106
O3 0.663 2.165 3.054
O4 1.459 0.577 1.826
H1 0.753 -3.469 -1.923
H2 1.256 -3.380 -0.035
H3 2.146 -2.387 -1.083
H4 1.126 -1.289 1.285
H5 -1.391 0.167 -0.156
H6 -1.584 1.320 1.893
H7 -1.943 2.812 0.246
H8 -0.926 3.444 1.563
H9 -0.312 3.189 0.006

---

6.
Below is the molecule C4H9NO4S2, with properties calculated with ωB97M-V/def2-TZVPD.

Results
- maximum force (eV/Å) = 1.7
- E_LUMO (Ha) = 0.019
- HOMO energy (eV) = -9.889
- relative energy (zero: lowest compared OMol25 entry of this formula, charge and spin) (eV) = 0.000
- 2S+1 = 1

Element x y z (Å)
C1 1.116 -0.650 0.274
C2 0.146 1.296 -0.986
C3 -0.992 0.393 1.080
C4 -0.166 0.055 -0.158
N1 0.953 -1.876 0.870
O1 3.470 1.295 -0.713
O2 4.169 -0.829 0.264
O3 1.979 0.176 0.980
O4 2.057 -0.752 -1.008
S1 -1.133 -1.134 -1.183
S2 3.137 0.032 -0.175
H1 0.579 1.021 -1.946
H2 0.866 1.921 -0.464
H3 -0.770 1.856 -1.149
H4 -1.914 0.877 0.770
H5 -1.236 -0.511 1.634
H6 -0.425 1.062 1.724
H7 0.376 -2.514 0.336
H8 1.823 -2.294 1.174
H9 -0.175 -1.332 -2.087

---

7.
Below is a structure of composition C4H9NO5, with properties calculated with ωB97M-V/def2-TZVPD.

Results
- maximum force (eV/Å) = 4.2
- E_LUMO (Ha) = 0.005
- HOMO energy (eV) = -9.456
- relative energy (zero: lowest compared OMol25 entry of this formula, charge and spin) (eV) = 6.658
- 2S+1 = 1

Element x y z (Å)
C1 2.359 -0.578 -0.577
C2 -0.924 2.002 0.711
C3 -1.318 -1.546 1.189
C4 -0.024 -0.274 -0.413
N1 -0.235 0.223 -1.828
O1 -1.327 0.677 -2.009
O2 0.677 0.100 -2.558
O3 1.085 -0.955 -0.044
O4 0.269 1.386 0.348
O5 -1.177 -0.815 -0.042
H1 2.500 0.468 -0.695
H2 2.711 -1.177 -1.545
H3 3.131 -0.816 0.189
H4 -0.954 3.048 0.380
H5 -0.836 1.986 1.839
H6 -1.788 1.365 0.392
H7 -0.910 -2.509 1.139
H8 -2.377 -1.468 1.450
H9 -0.862 -1.118 2.074

---

8.
Below is the molecule C4H9NO5, with properties calculated with ωB97M-V/def2-TZVPD.

Results
- maximum force (eV/Å) = 0.7
- E_LUMO (Ha) = 0.026
- SMILES = CN(CC(=O)O)C(O)(O)O
- HOMO energy (eV) = -8.973
- relative energy (zero: lowest compared OMol25 entry of this formula, charge and spin) (eV) = 0.000
- 2S+1 = 1

Element x y z (Å)
C1 1.966 0.598 -0.350
N1 0.623 0.061 -0.282
C2 0.458 -1.048 0.629
C3 -0.833 -1.765 0.300
O1 -1.353 -1.791 -0.785
O2 -1.327 -2.413 1.354
C4 -0.444 1.040 -0.275
O3 -1.398 0.661 0.659
O4 -0.992 1.101 -1.553
O5 -0.020 2.323 0.034
H1 2.269 1.110 0.571
H2 2.018 1.300 -1.180
H3 2.648 -0.226 -0.548
H4 1.280 -1.748 0.457
H5 0.449 -0.764 1.690
H6 -2.161 -2.853 1.121
H7 -2.011 1.397 0.773
H8 -1.209 0.196 -1.825
H9 0.037 2.823 -0.789

---

9.
Below is the ion C4H9NOP with charge +1, with properties calculated with ωB97M-V/def2-TZVPD.

Results
- charge = +1
- maximum force (eV/Å) = 7.8
- E_LUMO (alpha / beta) (Ha) = -0.164 / -0.338
- HOMO energy (alpha / beta) (eV) = -10.978 / -15.802
- relative energy (zero: lowest compared OMol25 entry of this formula, charge and spin) (eV) = 0.000
- 2S+1 = 3

Element x y z (Å)
C1 -1.039 1.803 0.335
C2 -0.029 -0.508 -0.078
C3 2.203 -1.153 0.333
C4 1.344 -0.034 -0.295
N1 -1.129 0.590 0.063
O1 -0.518 -1.576 0.102
P1 -2.767 -0.487 0.063
H1 -1.942 2.490 0.523
H2 -0.086 2.396 0.504
H3 2.921 -0.798 1.062
H4 2.901 -1.568 -0.461
H5 1.526 -1.948 0.772
H6 1.519 -0.048 -1.415
H7 1.477 0.893 0.113
H8 -2.671 -0.622 -1.391
H9 -3.708 0.569 -0.229

---

10.
Below is the ion C4H9NOS with charge -1, with properties calculated with ωB97M-V/def2-TZVPD.

Results
- charge = -1
- maximum force (eV/Å) = 2.1
- E_LUMO (alpha / beta) (Ha) = 0.132 / 0.135
- HOMO energy (alpha / beta) (eV) = 0.725 / -4.813
- relative energy (zero: lowest compared OMol25 entry of this formula, charge and spin) (eV) = 0.572
- 2S+1 = 2

Element x y z (Å)
C1 -0.249 -0.329 1.010
C2 0.294 -0.918 -0.278
C3 0.716 0.100 -1.362
S1 2.649 0.387 -0.927
C4 -1.750 0.067 1.046
N1 -2.456 -0.443 -0.031
O1 -2.243 0.699 1.947
H1 -0.164 -0.989 1.882
H2 0.380 0.531 1.251
H3 -0.308 -1.703 -0.744
H4 1.151 -1.527 0.050
H5 0.104 1.016 -1.384
H6 0.559 -0.379 -2.338
H7 2.748 1.523 -1.590
H8 -3.436 -0.527 0.143
H9 -2.116 -0.261 -0.965